Below is a 3-piece molecular cluster, C29H31ClF16NO2S3 overall at a distorted geometry, with properties calculated with the ωB97M-V functional and the def2-TZVPD basis.

Values from the calculation:
DFT total energy: -4581.2316 a.u.
LUMO level: -2.955 eV
Net charge: +1
Max |F|: 1.7 eV/A

```
83
Properties=species:S:1:pos:R:3:forces:R:3:lowdin_charge:R:1
C -2.123551 -1.181824 -3.217063 -0.21 -0.03 0.04 -0.10
C -2.191443 -0.098505 -2.172153 0.23 0.01 -0.13 -0.80
Cl -3.856865 0.212618 -1.650249 -0.44 -0.08 0.23 0.69
C -1.618694 1.212735 -2.698943 0.00 -0.21 0.36 -0.40
S -1.220138 2.263830 -1.295335 -0.95 0.39 0.33 1.15
C -0.119712 3.545348 -1.891383 0.65 -0.23 -0.06 -0.34
C 1.054956 3.068781 -2.731042 -0.11 -0.42 -0.11 -0.28
C 1.883776 1.936029 -2.117097 0.07 0.13 0.07 -0.48
S 3.604629 2.447239 -1.890011 0.07 0.24 -0.14 0.95
C 4.258963 1.553182 -0.525899 0.27 -0.20 0.73 -1.15
S 5.834026 1.247027 -0.578943 0.33 -0.07 -0.05 0.78
N 3.500115 1.191243 0.641720 -1.25 0.31 -1.06 -0.07
C 2.932891 -0.126828 0.587475 0.33 -0.32 0.36 -0.24
C 2.801157 -0.840017 -0.603484 -0.31 -0.18 0.34 -0.04
C 2.247001 -2.122544 -0.594124 0.06 0.30 0.46 -0.06
C 1.826767 -2.703388 0.597097 0.20 0.50 -0.07 -0.08
C 1.998202 -2.002827 1.792845 0.07 0.21 -0.54 -0.06
C 2.556736 -0.729102 1.791386 -0.10 -0.59 -0.31 -0.03
C 2.687651 2.230864 1.209819 0.31 0.29 0.10 -0.23
C 1.419100 2.015474 1.756742 -0.17 0.30 -0.07 -0.05
C 0.703446 3.069924 2.333012 0.52 0.27 -0.31 -0.08
C 1.232356 4.360178 2.349021 0.12 -0.52 -0.19 -0.09
C 2.501929 4.574246 1.821527 -0.05 -0.59 -0.11 -0.06
C 3.231355 3.520324 1.275396 -0.51 0.10 0.16 -0.02
H -1.086729 -1.416883 -3.424564 0.25 -0.02 -0.15 0.09
H -2.597014 -2.076739 -2.838801 -0.13 -0.23 0.06 0.09
H -2.633859 -0.882855 -4.124549 -0.04 0.05 -0.24 0.09
H -1.655514 -0.437928 -1.292327 0.13 -0.01 0.22 0.09
H -0.755370 1.040117 -3.326286 0.24 0.07 -0.09 0.10
H -2.403046 1.757251 -3.210014 0.00 0.13 -0.39 0.10
H -0.427962 1.453624 -0.590839 0.48 -0.14 0.02 0.01
H -0.774617 4.196558 -2.457714 -0.16 0.28 0.01 0.11
H 0.211234 4.045772 -0.987354 -0.05 0.19 0.26 0.10
H 0.680245 2.743654 -3.694841 -0.05 0.01 -0.26 0.11
H 1.685619 3.925136 -2.936546 0.06 0.31 0.01 0.11
H 1.503048 1.605946 -1.164890 -0.10 -0.03 0.50 0.04
H 1.874151 1.068470 -2.764406 0.00 -0.18 -0.18 0.07
H 3.122698 -0.418865 -1.540693 0.17 0.06 -0.13 0.09
H 2.164899 -2.659318 -1.522478 -0.03 -0.16 -0.20 0.10
H 1.393508 -3.687012 0.594811 -0.04 -0.24 0.04 0.09
H 1.702629 -2.460066 2.719891 -0.02 -0.07 0.24 0.10
H 2.695597 -0.212389 2.724193 0.12 0.16 0.15 0.12
H 0.999900 1.023851 1.771482 -0.12 -0.08 0.01 0.09
H -0.256962 2.887360 2.785465 -0.18 -0.12 0.04 0.10
H 0.678948 5.173587 2.781054 -0.13 0.17 0.14 0.10
H 2.938039 5.555934 1.855127 0.13 0.23 -0.01 0.11
H 4.222940 3.701067 0.902292 0.25 0.02 -0.09 0.11
C 4.268819 -6.303164 3.449787 -0.11 -0.01 0.59 -0.04
C 3.240699 -5.887149 2.391587 0.17 0.06 -0.19 -0.44
C 2.479326 -6.987185 1.649699 -0.05 0.04 0.05 -0.30
F 3.319576 -7.740690 0.920881 -0.07 0.01 -0.03 0.11
F 1.599745 -6.383136 0.807730 0.02 -0.10 -0.02 0.08
F 3.797769 -5.050683 1.493515 0.00 0.04 0.05 0.13
F 2.268913 -5.188868 3.060805 -0.04 0.03 0.08 0.09
O 5.619798 -6.286263 3.063390 -0.05 0.23 -0.40 0.06
C 6.234541 -7.365657 2.499415 0.16 -0.06 0.02 -0.55
C 6.766519 -7.028135 1.101959 0.00 -0.01 0.04 -0.29
F 5.744091 -6.671122 0.297189 0.05 -0.03 -0.06 0.10
F 7.357747 -8.128099 0.595136 0.01 0.01 -0.10 0.11
F 5.446814 -8.453847 2.470803 -0.05 0.02 0.02 0.16
F 7.316202 -7.660793 3.248733 0.02 -0.11 0.16 0.15
H 4.200430 -5.528423 4.211283 0.00 0.02 0.02 0.15
H 3.987168 -7.241900 3.927613 -0.04 -0.08 -0.16 0.15
H 1.923654 -7.616551 2.349283 0.00 -0.03 -0.04 0.18
H 7.487988 -6.211748 1.164857 0.00 0.00 -0.03 0.18
C -7.097231 2.955285 -1.901187 0.03 -0.50 -0.39 -0.05
C -5.891452 3.840945 -1.565799 -0.18 0.29 0.13 -0.44
C -5.170693 3.598625 -0.240163 0.13 -0.05 0.19 -0.31
F -5.968034 3.840262 0.812236 0.04 0.02 -0.09 0.11
F -4.105998 4.444477 -0.171290 0.02 -0.02 0.00 0.08
F -6.214315 5.139546 -1.672314 0.05 -0.02 -0.07 0.15
F -4.937016 3.565830 -2.518418 0.07 -0.09 -0.08 0.07
O -8.368520 3.505040 -1.680654 0.16 0.44 0.06 0.06
C -9.018082 3.387586 -0.485079 -0.21 -0.04 0.06 -0.55
C -9.303267 4.763161 0.127980 -0.02 -0.05 -0.01 -0.28
F -8.140196 5.407990 0.352971 -0.03 0.04 0.06 0.10
F -9.935601 4.577095 1.303159 0.01 0.09 0.05 0.11
F -8.359897 2.596070 0.381908 0.06 -0.01 -0.04 0.15
F -10.217750 2.823619 -0.723991 -0.03 -0.17 -0.01 0.16
H -7.043604 2.827437 -2.981070 0.00 0.00 -0.03 0.15
H -6.995311 1.963045 -1.458888 0.07 0.07 0.16 0.15
H -4.791162 2.575818 -0.185819 -0.06 -0.06 0.01 0.13
H -9.928709 5.351303 -0.545576 0.00 0.03 0.02 0.18
```
Positions in Å, forces in eV/Å.